Computed, not measured: a 9-piece molecular cluster, C4H28NO9S2 overall in a non-equilibrium geometry, with ωB97M-V/def2-TZVPD.

```
! wB97M-V def2-TZVPD RIJCOSX def2/J DEFGRID3
* xyz 0 2
N 0.87205 0.47447 -0.65858
C 0.67944 0.26940 0.78580
C 0.18355 -1.17286 0.96142
O -0.99466 -1.31638 0.15593
C 1.94885 0.59626 1.57659
S 1.70386 1.07757 3.34999
S 1.04327 -0.33775 4.67949
C -0.71890 -0.21967 4.60240
H -0.01456 0.31545 -1.16512
H 1.58244 -0.16461 -1.07589
H 1.06337 1.42850 -0.95089
H 0.01021 1.00763 1.20321
H 0.92172 -1.73838 0.40545
H 0.00751 -1.42708 2.00268
H -1.77962 -1.05086 0.67710
H 2.28753 1.56118 1.19459
H 2.69854 -0.18039 1.65121
H -1.21254 -0.86124 5.33967
H -1.16532 -0.57541 3.67144
H -1.03752 0.79943 4.81559
H 4.08397 2.52574 -2.55657
H 3.63419 1.29720 -1.83371
O 3.53209 2.27991 -1.79962
H 1.63648 3.93895 -1.17569
H 0.22712 4.50969 -0.89131
O 0.70926 3.70249 -1.04271
H -0.26080 -2.42382 -3.64848
H -0.50222 -3.64571 -2.86245
O -0.11214 -2.77002 -2.76410
H -2.27048 -2.47609 -1.76362
H -3.26396 -3.60482 -1.58967
O -3.22338 -2.67524 -1.83757
H -3.57927 -1.65194 -0.40526
H -3.79399 -0.37432 0.43748
O -3.61279 -1.31761 0.51295
H 3.76848 -0.89101 -1.87566
H 4.32942 -0.35306 -3.15682
O 3.47976 -0.38390 -2.66698
H -4.01061 1.44492 3.59950
H -4.94741 0.51777 2.90093
O -4.04070 0.55392 3.23300
H -0.70880 1.30433 -4.11577
H 0.81253 1.19770 -4.16675
O 0.03403 0.80967 -3.75323
*
```

Calculated values
- ⟨S²⟩: 0.7507
- LUMO (spin up / spin down): 0.1 / 0.0 eV
- Kohn-Sham gap (spin up / spin down): 2.83 / 9.06 eV
- Calculated total energy: -46187.5049 eV
- E_HOMO (spin up / spin down): -2.71 / -9.05 eV